[1]
69
Properties=species:S:1:pos:R:3:forces:R:3:lowdin_charge:R:1 method="wB97M-V/def2-TZVPD" charge=-1 orbital_gap_ev=4.83 molar_mass_g_mol=736.24 e_above_lowest_kj_mol=108.3
Rb -0.451 1.212 0.007 2.5 -1.7 2.4 1.03
C 1.094 0.077 -3.576 -0.2 -0.2 0.2 -0.17
Si 2.027 -0.940 -2.264 0.4 -0.4 -0.2 0.47
C 3.060 -2.164 -3.321 -0.1 0.2 0.1 -0.20
C 3.311 0.294 -1.592 -0.1 -0.2 0.1 -0.19
C 1.079 -1.942 -1.027 -0.3 0.4 -0.5 -0.34
C 1.652 -2.090 0.269 0.0 0.0 -0.1 -0.41
C 1.661 -3.337 0.972 0.0 0.0 0.1 -0.07
C 2.288 -3.460 2.185 0.0 0.1 0.0 -0.11
C 2.927 -2.349 2.750 0.0 0.0 0.0 -0.14
C 2.864 -1.167 2.032 0.0 0.0 0.0 -0.21
N 2.253 -1.016 0.864 0.0 0.1 0.2 0.06
Si -0.340 -3.009 -1.507 -0.1 -0.1 0.1 0.45
C -1.362 -2.304 -2.939 0.2 0.1 0.1 -0.18
C -0.018 -4.813 -2.075 0.1 0.2 0.1 -0.19
C -1.556 -3.168 -0.046 0.1 0.0 -0.1 -0.17
H 1.573 -0.030 -4.553 0.1 0.0 0.0 0.03
H 1.102 1.141 -3.332 0.0 0.0 0.0 0.01
H 0.054 -0.228 -3.684 0.1 0.1 -0.1 -0.01
H 3.792 -1.649 -3.953 0.0 0.0 0.0 0.01
H 2.402 -2.743 -3.978 0.0 0.0 0.0 0.01
H 3.599 -2.875 -2.689 0.0 0.0 0.0 0.02
H 3.908 0.699 -2.415 -0.1 0.0 -0.1 0.02
H 3.980 -0.185 -0.877 0.0 0.0 0.0 0.01
H 2.826 1.125 -1.074 0.0 0.0 0.0 0.01
H 1.215 -4.204 0.500 0.0 0.0 0.0 0.08
H 2.316 -4.419 2.691 0.0 0.0 0.0 0.09
H 3.447 -2.407 3.698 0.0 0.0 0.0 0.08
H 3.326 -0.265 2.433 0.0 0.0 0.0 0.10
H -0.824 -2.379 -3.889 0.0 0.0 0.0 0.03
H -1.608 -1.254 -2.778 0.0 0.0 0.0 0.00
H -2.300 -2.855 -3.046 0.0 -0.1 0.0 0.03
H 0.761 -4.856 -2.841 0.0 0.0 0.0 0.01
H -0.930 -5.237 -2.508 0.0 0.0 0.0 0.01
H 0.292 -5.466 -1.254 0.0 0.0 0.0 0.01
H -1.932 -2.179 0.232 0.0 0.0 0.0 0.02
H -1.075 -3.592 0.837 0.0 0.0 0.0 0.01
H -2.413 -3.799 -0.297 0.0 0.0 0.0 0.02
F -4.229 0.673 -1.622 0.1 0.1 0.0 0.14
C -3.869 1.319 -0.518 -0.5 -0.1 0.1 -0.64
F -4.955 1.406 0.259 0.1 0.1 0.0 0.13
F -2.977 0.563 0.149 -0.5 0.2 -0.1 0.01
S -3.235 3.075 -0.900 -0.6 0.0 0.3 0.59
O -1.941 3.151 -0.272 -0.8 0.9 0.2 -0.51
O -4.269 3.921 -0.400 -0.1 0.1 -0.3 -0.26
N -3.121 3.125 -2.475 0.0 -0.1 0.1 -0.28
S -1.826 2.341 -2.952 0.4 0.3 -0.6 0.58
O -1.584 1.176 -2.142 -0.3 -0.1 -1.3 -0.51
O -1.772 2.219 -4.369 -0.2 0.1 -0.1 -0.25
C -0.399 3.548 -2.560 0.2 0.4 -0.4 -0.64
F -0.870 4.763 -2.271 0.0 -0.1 0.0 0.13
F 0.366 3.673 -3.648 -0.1 -0.1 0.1 0.13
F 0.418 3.170 -1.557 -0.2 0.1 -0.4 0.02
N -1.267 4.050 4.549 0.1 -0.1 0.0 0.09
C -1.708 5.070 3.738 -0.1 0.1 -0.1 -0.09
C -1.553 4.614 2.462 -0.1 0.1 0.1 -0.13
N -1.026 3.357 2.472 0.2 -0.3 0.0 0.11
C -0.861 3.031 3.730 -0.2 0.5 -0.1 -0.27
C -0.340 1.759 4.178 0.2 -0.5 0.3 -0.28
N -0.125 0.726 3.399 -0.1 0.3 -0.2 0.12
C 0.380 -0.261 4.195 0.0 -0.1 0.1 -0.12
C 0.469 0.173 5.486 0.0 -0.1 0.0 -0.09
N 0.008 1.468 5.469 -0.1 0.1 -0.1 0.09
H -1.282 4.063 5.551 0.0 0.0 0.0 0.14
H -2.087 5.997 4.132 0.0 0.0 0.0 0.10
H -1.802 5.101 1.533 0.0 0.0 0.0 0.10
H 0.664 -1.216 3.782 0.0 0.0 0.1 0.09
H 0.815 -0.300 6.388 0.0 0.0 0.0 0.10
H -0.020 2.084 6.259 0.0 0.0 0.0 0.14

---

[2]
58
Properties=species:S:1:pos:R:3:forces:R:3:lowdin_charge:R:1 method="wB97M-V/def2-TZVPD" orbital_gap_ev=7.99 molar_mass_g_mol=437.54 e_above_lowest_kj_mol=22.6 smiles="CN(C)CCNC(=O)c1onc(CSc2ccc(F)cc2)c1C(=O)NCCN(C)C"
C 0.540 -1.978 -5.384 0.0 0.0 0.1 -0.09
N 0.798 -3.132 -4.543 -0.1 -0.2 0.0 -0.28
C 1.896 -3.919 -5.065 0.0 0.0 0.1 -0.11
C -0.384 -3.950 -4.341 0.0 0.2 0.2 -0.20
C -1.425 -3.242 -3.465 0.0 -0.1 -0.3 -0.15
N -0.814 -2.706 -2.274 0.0 -0.2 0.2 0.10
C -0.671 -1.390 -2.070 -0.1 -0.5 0.1 -0.39
O -1.177 -0.535 -2.785 0.0 0.2 -0.1 0.05
C 0.113 -1.058 -0.857 0.6 1.0 0.7 -0.08
O 0.380 -2.080 -0.016 -0.5 0.1 -0.8 0.02
N 1.071 -1.622 1.047 0.7 0.3 0.8 0.12
C 1.254 -0.339 0.885 -0.3 -0.4 -0.6 -0.29
C 1.933 0.496 1.897 -0.2 0.3 0.6 -0.37
S 0.701 1.331 2.969 0.2 0.1 -0.2 0.98
C 0.351 0.159 4.250 0.1 0.0 -0.2 -0.53
C -0.279 0.669 5.384 0.1 -0.1 -0.2 -0.12
C -0.600 -0.161 6.439 0.0 -0.3 0.1 -0.01
C -0.279 -1.504 6.348 0.0 0.1 -0.1 -0.28
F -0.583 -2.324 7.378 0.0 0.1 -0.1 0.05
C 0.339 -2.030 5.229 -0.1 0.0 0.3 0.00
C 0.653 -1.194 4.171 0.0 0.1 0.1 -0.08
C 0.657 0.101 -0.343 -0.2 -0.9 -0.2 0.03
C 0.775 1.495 -0.860 -0.3 -0.2 -0.4 -0.43
O 1.594 2.266 -0.387 0.2 0.1 0.3 0.05
N -0.060 1.806 -1.859 -0.2 0.2 -0.1 0.09
C -0.094 3.123 -2.445 0.0 0.3 0.0 -0.15
C -1.474 3.762 -2.248 0.2 -0.1 -0.2 -0.20
N -1.655 4.926 -3.096 -0.1 -0.1 0.0 -0.29
C -0.828 6.041 -2.679 0.0 -0.1 -0.1 -0.11
C -3.049 5.314 -3.161 0.1 0.0 0.0 -0.12
H 1.466 -1.420 -5.504 0.0 0.1 0.0 0.09
H 0.167 -2.260 -6.380 0.0 0.0 -0.1 0.09
H -0.186 -1.324 -4.906 0.0 0.1 -0.1 0.07
H 2.117 -4.735 -4.379 0.0 -0.1 0.0 0.08
H 1.683 -4.343 -6.059 0.0 0.0 0.0 0.09
H 2.778 -3.285 -5.141 0.1 0.0 0.0 0.08
H -0.066 -4.865 -3.832 0.0 0.0 -0.1 0.12
H -0.866 -4.239 -5.292 0.0 0.0 0.1 0.13
H -2.206 -3.956 -3.186 0.0 0.1 -0.1 0.13
H -1.885 -2.406 -3.992 0.0 -0.1 0.1 0.12
H -0.308 -3.348 -1.682 0.0 0.2 0.0 0.15
H 2.604 -0.085 2.526 0.1 0.0 -0.1 0.09
H 2.451 1.319 1.405 0.0 -0.2 0.1 0.07
H -0.511 1.722 5.428 0.0 0.1 0.1 0.10
H -1.085 0.219 7.323 0.0 0.0 0.1 0.12
H 0.568 -3.083 5.185 0.0 -0.1 0.0 0.12
H 1.109 -1.612 3.288 0.0 0.0 0.1 0.07
H -0.665 1.091 -2.258 0.1 -0.1 0.2 0.10
H 0.689 3.707 -1.960 -0.1 0.0 -0.2 0.11
H 0.112 3.057 -3.518 0.0 0.1 0.1 0.13
H -2.228 3.023 -2.534 0.0 0.0 0.1 0.12
H -1.617 4.000 -1.179 0.0 0.0 0.0 0.13
H -1.005 6.881 -3.349 0.1 0.1 0.0 0.08
H -1.044 6.364 -1.648 0.0 0.0 0.0 0.09
H 0.221 5.764 -2.746 0.1 0.1 0.0 0.08
H -3.457 5.610 -2.182 0.0 0.0 0.0 0.09
H -3.637 4.482 -3.546 -0.1 0.0 0.0 0.08
H -3.150 6.155 -3.846 -0.1 0.0 0.0 0.08